ORCA calculation (ωB97M-V with the def2-TZVPD basis set) on 9 unconnected molecules or ions with the total composition C71H92BrN10O2S2 at a distorted geometry.

Calculated values
Multiplicity   1
Charge   -1
E_tot   -6828.6886 Ha

```
178
Properties=species:S:1:pos:R:3:forces:R:3
C -1.9866 7.2809 3.4941 -0.3 0.4 -0.5
C -3.5777 7.0851 3.6930 0.3 -0.7 -0.9
C -4.1674 6.1054 2.5380 -1.0 -1.1 1.8
C -4.4959 4.6863 3.2824 2.1 1.1 -0.8
C -3.0405 4.0697 3.6891 -1.6 -1.5 -0.3
C -3.1775 2.4415 3.5713 1.7 0.7 0.9
C -1.9657 1.8738 2.6453 -1.2 -0.4 0.2
C -2.4940 1.8316 1.1239 0.7 1.5 1.0
N -1.8209 0.8029 0.2750 -1.8 -1.6 -0.2
C -2.5213 0.8214 -1.0724 0.1 0.4 -1.3
C -1.7261 1.7246 -2.1548 -1.2 -0.5 -0.2
C -0.9770 0.7651 -3.2009 0.2 0.5 -1.0
C 0.5213 1.2026 -3.5749 0.4 -1.2 0.4
C 1.4283 1.6258 -2.3055 -0.2 1.1 -1.2
C 2.9550 1.6640 -2.8103 -0.3 -0.6 0.1
C 3.6018 0.1915 -3.0360 -0.5 -0.2 0.1
C 3.2586 -0.8013 -1.8217 -0.5 0.8 -0.1
C -2.0804 -0.5791 0.7961 0.2 -0.2 0.8
S -3.6238 -1.2306 0.9837 2.0 0.7 -0.2
S -0.6631 -1.6480 1.2841 -0.5 1.3 -0.5
C 0.9078 -0.6100 1.3862 -0.6 1.9 -0.2
C 1.2416 -0.1022 2.8641 0.0 0.1 0.7
C 2.0284 -1.1576 3.7695 1.0 1.3 -0.8
N 1.5028 -2.5530 3.6974 1.5 -0.3 1.6
C 2.7259 -3.4260 3.9221 -0.3 -0.2 -0.3
C 3.4674 -3.8391 2.5599 -0.3 -2.2 1.1
C 3.8537 -5.4226 2.7024 1.4 0.4 -0.2
Br 5.2567 -2.9096 2.3817 -1.0 0.0 -0.2
C 0.6181 -2.8834 4.8629 -2.0 -0.5 0.3
C -0.3790 -1.6673 5.2704 -1.5 4.1 2.6
O -1.3437 -1.3291 4.4850 2.9 -1.6 1.4
O -0.1578 -0.9825 6.4479 0.1 -3.5 -4.6
C -0.3632 -4.1138 4.4605 -2.3 -2.7 -0.5
C -0.0870 -5.1127 3.3154 -3.2 -0.4 1.9
C -1.1204 -6.2373 2.9769 -1.1 1.7 2.3
C -2.4578 -6.4197 3.7430 2.6 3.1 1.3
C -2.7273 -5.4481 4.9261 3.2 0.7 -1.9
C -1.6987 -4.3262 5.2653 0.2 -2.2 -2.1
H -1.3560 6.6863 4.2351 -1.0 0.9 -0.9
H -1.6740 6.9201 2.4436 -0.5 0.7 1.6
H -1.7430 8.3978 3.5639 0.0 -1.6 0.0
H -4.1557 8.0657 3.6191 1.0 -1.2 0.3
H -3.7522 6.5712 4.7118 0.1 1.1 -1.6
H -5.1729 6.4643 2.1136 1.7 -0.1 0.4
H -3.4001 5.8697 1.7191 -1.3 0.6 1.1
H -5.0276 4.0437 2.5048 0.6 0.5 1.4
H -5.0671 4.8210 4.2596 0.3 -0.1 -1.6
H -2.7689 4.3285 4.7760 -0.3 -0.2 -1.8
H -2.2180 4.4033 2.9724 -1.2 -0.2 1.0
H -4.2035 2.1268 3.1797 1.5 0.4 0.5
H -3.0463 2.0489 4.6499 -0.3 0.2 -1.9
H -1.0322 2.5345 2.7166 -1.4 -0.9 0.0
H -1.7038 0.8468 3.0731 -0.4 1.2 -0.9
H -2.2236 2.8608 0.6637 -0.5 -1.6 0.5
H -3.6382 1.7800 1.1182 1.5 -0.4 -0.1
H -3.6079 1.1870 -0.9631 1.6 -0.5 0.0
H -2.6015 -0.2413 -1.5156 0.3 1.7 0.9
H -2.5461 2.2999 -2.7361 1.4 -0.8 0.8
H -1.0666 2.5150 -1.6656 -0.7 -1.3 -0.5
H -0.9628 -0.3452 -2.9007 0.0 1.8 0.1
H -1.5885 0.8040 -4.1807 1.0 -0.1 1.6
H 1.0313 0.2587 -4.0146 -0.8 1.4 0.5
H 0.5830 1.9844 -4.4257 -0.2 -1.0 1.6
H 1.1186 2.7043 -2.0188 0.6 -1.7 -0.3
H 1.2461 0.9911 -1.3764 0.3 0.6 -1.4
H 3.5621 2.2756 -2.0496 -0.6 -0.9 -1.3
H 2.9379 2.1646 -3.8521 0.2 -0.4 1.8
H 4.7314 0.2579 -3.1884 -1.5 0.1 0.3
H 3.1620 -0.2530 -4.0069 0.7 0.7 1.5
H 3.4321 -0.2211 -0.8430 -0.1 -1.1 -1.3
H 3.8549 -1.7741 -1.8315 -0.7 1.4 0.0
H 2.1335 -1.0429 -1.8549 1.7 0.2 0.1
H 1.7809 -1.1111 0.8486 -1.3 0.3 0.9
H 0.6582 0.3381 0.7677 0.3 -1.5 0.9
H 0.3136 0.2473 3.4576 1.3 -0.8 -1.3
H 1.9105 0.8287 2.7660 -0.8 -1.3 0.1
H 2.1445 -0.7488 4.8433 -0.5 -0.7 -1.4
H 3.1094 -1.1969 3.3526 -1.7 0.1 0.5
H 2.3924 -4.3956 4.4298 0.4 1.3 -0.9
H 3.4300 -2.8940 4.6580 -0.7 -0.9 -1.1
H 2.8296 -3.7299 1.6177 1.1 0.4 1.4
H 3.9678 -5.7155 3.8155 -0.5 0.5 -1.8
H 3.1481 -6.1060 2.1250 0.7 1.0 1.0
H 4.9165 -5.5498 2.2634 -1.8 0.0 0.5
H 1.2502 -3.1621 5.7928 -1.1 0.5 -1.3
H 0.8614 -5.0533 2.6925 -1.5 0.0 0.9
H -0.9194 -6.9602 2.1193 -0.1 1.2 1.3
H -3.2429 -7.2133 3.4961 1.6 1.2 0.2
H -3.6968 -5.5115 5.5453 1.8 0.1 -1.1
H -1.9732 -3.6429 6.1508 0.7 -1.0 -1.7
N 7.2864 1.9260 -2.5181 0.5 -0.4 0.1
C 8.2393 1.5881 -3.4016 -0.5 0.2 0.3
C 9.2135 0.6333 -3.1580 0.0 0.0 0.1
C 9.2089 -0.0102 -1.9287 0.0 0.0 0.0
C 8.2367 0.3208 -0.9960 0.1 0.0 -0.1
C 7.3037 1.2872 -1.3372 -0.2 0.4 -0.4
H 8.2032 2.1208 -4.3465 0.0 -0.1 0.0
H 9.9569 0.3988 -3.9100 -0.1 0.0 0.0
H 9.9560 -0.7629 -1.6999 -0.1 0.0 0.0
H 8.2036 -0.1610 -0.0268 0.0 0.0 0.0
H 6.5214 1.5778 -0.6432 0.0 -0.1 0.0
N -3.6444 -9.8221 2.7882 -0.5 -0.5 -0.3
C -4.0479 -10.8990 3.4805 0.3 0.5 -0.2
C -4.9028 -11.8654 2.9750 0.0 0.0 -0.1
C -5.3741 -11.7115 1.6793 -0.1 -0.1 0.0
C -4.9746 -10.6066 0.9416 0.0 -0.1 0.1
C -4.1136 -9.6983 1.5367 0.3 0.1 0.5
H -3.6552 -10.9731 4.4895 0.0 0.0 0.0
H -5.1932 -12.7161 3.5791 0.0 0.1 0.0
H -6.0461 -12.4459 1.2482 0.0 0.0 0.0
H -5.3232 -10.4544 -0.0723 0.0 0.0 0.1
H -3.7697 -8.8198 0.9994 0.0 0.0 0.0
N 1.1874 -6.3957 -0.1059 -0.3 0.0 -0.5
C 0.7666 -5.2877 -0.7377 0.3 -0.3 0.4
C -0.0790 -5.2997 -1.8351 0.0 -0.1 -0.1
C -0.5150 -6.5265 -2.3139 0.0 0.0 0.0
C -0.0941 -7.6878 -1.6812 -0.1 0.1 0.0
C 0.7492 -7.5696 -0.5885 0.2 0.4 0.3
H 1.1368 -4.3533 -0.3279 -0.1 0.0 0.0
H -0.3885 -4.3736 -2.3034 0.0 0.0 0.1
H -1.1768 -6.5777 -3.1719 0.0 0.0 0.0
H -0.4144 -8.6621 -2.0289 0.1 0.0 0.0
H 1.1028 -8.4483 -0.0581 0.0 0.0 -0.1
N 0.9616 -9.6329 -4.6445 -0.1 0.3 -0.7
C 0.1112 -10.1950 -5.5186 0.3 0.2 0.5
C -0.0751 -9.7429 -6.8149 0.1 0.1 0.0
C 0.6557 -8.6424 -7.2373 0.0 0.0 -0.1
C 1.5408 -8.0398 -6.3555 -0.1 -0.1 -0.1
C 1.6586 -8.5690 -5.0801 -0.2 -0.5 0.4
H -0.4399 -11.0506 -5.1413 0.0 0.0 -0.1
H -0.7741 -10.2384 -7.4772 0.0 0.0 0.1
H 0.5369 -8.2579 -8.2445 0.0 0.0 0.1
H 2.1268 -7.1788 -6.6520 0.0 0.0 0.1
H 2.3401 -8.1345 -4.3556 0.0 0.0 0.0
N -5.1655 10.1096 1.9517 0.0 0.8 -0.2
C -6.1419 10.6487 1.2031 0.4 -0.3 0.3
C -6.1823 11.9828 0.8314 0.1 0.1 0.0
C -5.1578 12.8147 1.2589 0.0 0.1 0.0
C -4.1367 12.2860 2.0350 -0.1 0.0 -0.1
C -4.1846 10.9377 2.3506 -0.3 -0.5 -0.1
H -6.9223 9.9597 0.8959 0.0 0.1 0.0
H -6.9944 12.3618 0.2236 0.0 0.0 0.0
H -5.1549 13.8654 0.9895 0.0 -0.1 0.0
H -3.3218 12.9066 2.3862 0.0 -0.1 0.0
H -3.4069 10.4771 2.9520 0.0 0.0 0.0
N -9.3942 7.3604 4.6018 0.4 0.5 0.0
C -8.4409 7.4735 3.6626 -0.5 -0.2 0.4
C -7.5692 8.5474 3.5733 -0.1 0.0 0.0
C -7.6884 9.5680 4.5047 0.0 0.1 0.0
C -8.6662 9.4777 5.4854 0.1 0.0 -0.1
C -9.4866 8.3611 5.4916 -0.1 -0.5 -0.3
H -8.3893 6.6520 2.9553 0.1 0.0 0.0
H -6.8169 8.5849 2.7959 0.0 0.0 0.1
H -7.0252 10.4258 4.4671 0.0 -0.1 0.0
H -8.7878 10.2565 6.2281 0.0 -0.1 0.0
H -10.2636 8.2430 6.2404 0.0 0.1 0.0
N -2.2596 2.5539 -5.6193 -0.2 0.4 -0.8
C -3.0975 2.0233 -6.5240 0.3 0.1 0.5
C -3.2466 2.5064 -7.8142 0.1 0.1 0.0
C -2.4897 3.6049 -8.1949 0.0 0.0 -0.1
C -1.6168 4.1744 -7.2791 -0.1 -0.1 -0.1
C -1.5380 3.6146 -6.0140 -0.2 -0.4 0.3
H -3.6697 1.1682 -6.1780 0.0 0.0 -0.1
H -3.9369 2.0361 -8.5034 0.0 0.0 0.1
H -2.5789 4.0133 -9.1958 0.0 0.0 0.1
H -1.0112 5.0327 -7.5420 0.0 0.0 0.0
H -0.8674 4.0220 -5.2637 0.0 0.0 0.0
N 12.8800 -0.1931 -4.6564 0.4 0.5 0.0
C 13.8094 -0.0826 -5.6189 -0.4 -0.2 0.3
C 14.6869 0.9845 -5.7248 0.0 0.1 0.1
C 14.5998 2.0014 -4.7850 0.0 0.1 0.0
C 13.6469 1.9136 -3.7804 0.1 0.0 -0.1
C 12.8182 0.8034 -3.7591 -0.1 -0.5 -0.3
H 13.8361 -0.9006 -6.3315 0.0 0.0 0.0
H 15.4193 1.0198 -6.5217 0.0 0.0 0.0
H 15.2682 2.8542 -4.8348 0.0 -0.1 0.0
H 13.5505 2.6892 -3.0308 0.0 -0.1 0.0
H 12.0601 0.6872 -2.9916 0.1 0.1 0.0
```
Positions in Å, forces in eV/Å.